(1)
10
Properties=species:S:1:pos:R:3:forces:R:3 method="wB97M-V/def2-TZVPD" multiplicity=1 orbital_gap_ev=11.104
N -0.57735 -1.74387 -0.30844 0.131 0.002 0.050
C -0.72355 -0.41036 -0.09114 0.153 0.147 0.024
O -1.80095 0.14980 -0.03348 0.750 -0.090 -0.003
N 0.50091 0.30434 0.04841 0.284 0.437 0.027
C 0.61319 1.64424 0.22962 0.448 0.650 0.063
O 1.77752 2.01836 0.27071 -0.476 1.092 0.173
H -1.41080 -2.31447 -0.28101 0.209 0.217 0.002
H 0.31546 -2.18114 -0.16642 -0.034 -0.061 -0.023
H 1.56609 0.24331 0.01255 -1.367 -2.295 -0.319
H -0.26051 2.28979 0.31918 -0.097 -0.101 0.005

(2)
82
Properties=species:S:1:pos:R:3:forces:R:3 method="wB97M-V/def2-TZVPD" multiplicity=1 total_charge=-1 orbital_gap_ev=6.431
C 0.26329 4.64696 0.04275 -0.509 -0.177 0.276
C -0.68705 3.42799 -0.37439 -1.161 -1.863 -0.405
C -0.11298 1.99172 -0.32096 -3.929 0.530 -1.257
C -1.05518 0.81605 -0.72764 -1.598 3.785 -0.016
C -2.52670 1.12246 -1.12646 2.217 2.102 0.670
C -3.13149 2.58863 -1.18673 3.325 -1.524 0.447
C -4.63282 2.71216 -1.66551 1.871 -0.790 -1.156
Nb -6.16899 3.54829 -0.24304 0.085 0.296 -1.621
I -8.10125 3.36774 -2.32153 0.607 -0.063 0.848
C -5.66056 5.75923 -0.75285 0.383 1.371 -0.523
C -5.49196 6.02209 -2.31050 -3.003 1.802 -1.167
O -6.49764 6.41481 -2.97560 3.971 -1.570 2.163
O -4.27530 5.90385 -3.04592 -1.144 -0.179 1.946
C -4.80054 3.63932 1.56015 0.391 -1.072 1.483
C -4.59226 2.22838 2.31651 -1.112 1.011 4.388
O -4.92134 2.11907 3.52980 1.433 -0.172 -5.264
F -4.00577 1.08723 1.71395 -1.061 2.507 0.560
C -2.15269 3.72963 -0.82032 0.881 -3.505 0.177
H -0.31060 5.48924 0.59156 0.731 -1.483 -0.901
H 1.09883 4.28118 0.75427 -1.382 0.544 -1.230
H 0.74947 5.09327 -0.88303 -0.851 -0.475 1.390
H 0.96291 1.76367 -0.01247 -1.900 0.643 -0.478
H -0.69026 -0.26356 -0.72998 -0.481 2.007 0.012
H -3.21148 0.24713 -1.42645 1.213 1.619 0.561
H -4.65850 3.35270 -2.63306 -0.048 -0.841 1.507
H -4.98893 1.66088 -2.00367 0.612 1.606 0.551
H -7.50243 4.17687 0.81729 -0.250 -0.162 0.241
H -6.68291 1.84659 0.23673 0.123 0.327 0.496
H -4.79760 6.16431 -0.11310 -0.901 -0.599 -1.076
H -6.60113 6.35004 -0.42732 1.479 -0.900 -0.765
H -3.52734 5.62891 -2.47052 -0.809 0.100 -0.263
H -3.79389 4.15352 1.40398 -1.172 -0.986 -0.189
H -5.34992 4.28689 2.34977 0.833 -1.268 -1.183
H -2.51338 4.80904 -0.85035 0.612 -1.534 0.200
F 2.62060 0.37420 0.38897 -0.139 -0.333 0.316
C 2.78286 -0.95170 0.54776 0.061 -1.008 0.145
C 2.27908 -1.56712 1.68271 -0.111 0.177 0.141
C 2.44174 -2.93913 1.84467 0.190 0.103 -0.343
C 3.11588 -3.67817 0.87473 0.056 -0.110 0.023
C 3.62187 -3.04745 -0.25882 -0.189 0.127 0.297
C 3.44976 -1.67710 -0.42657 0.070 0.183 -0.163
H 1.76442 -0.97452 2.43027 -0.010 0.001 -0.092
H 2.04442 -3.43227 2.72541 0.015 0.091 -0.080
H 3.24605 -4.74861 1.00406 -0.029 0.532 -0.053
H 4.15019 -3.62325 -1.01168 -0.056 0.086 0.046
H 3.82908 -1.17104 -1.30703 -0.039 0.016 0.048
F 2.36061 4.00909 -1.46505 0.598 -0.287 -0.317
C 3.66128 3.77217 -1.22838 0.757 -0.150 0.084
C 4.06317 2.51595 -0.79417 -0.245 0.040 -0.143
C 5.41264 2.27583 -0.55616 -0.038 0.388 -0.107
C 6.34395 3.29484 -0.74356 0.068 -0.042 0.020
C 5.92916 4.55157 -1.17432 -0.127 -0.272 0.061
C 4.58165 4.79078 -1.42375 -0.102 0.160 -0.037
H 3.32601 1.73735 -0.64601 0.247 0.414 -0.233
H 5.73875 1.29554 -0.22417 -0.082 0.075 -0.010
H 7.39606 3.10698 -0.55305 -0.107 0.031 -0.021
H 6.65542 5.34510 -1.31591 -0.098 -0.063 -0.008
H 4.24259 5.76085 -1.76817 -0.025 -0.061 0.030
F 3.01614 -6.65999 1.20469 -0.146 -0.322 0.158
C 3.76517 -7.52386 0.49997 0.496 -0.602 -0.470
C 3.58318 -7.62088 -0.87064 -0.143 0.155 -0.056
C 4.36238 -8.51179 -1.60157 0.126 -0.062 0.332
C 5.30692 -9.30289 -0.95172 0.003 -0.013 -0.050
C 5.47724 -9.20019 0.42602 -0.178 0.139 -0.225
C 4.70611 -8.30166 1.15594 -0.014 0.051 0.192
H 2.83750 -7.00298 -1.35757 0.033 -0.009 0.066
H 4.23365 -8.59032 -2.67573 -0.026 0.031 0.119
H 5.91140 -10.00092 -1.52221 -0.067 0.077 0.069
H 6.21046 -9.81992 0.93123 -0.080 0.093 -0.024
H 4.83129 -8.20203 2.22777 -0.049 0.016 -0.057
F -2.01078 -1.80184 -0.77458 -0.167 -0.494 -0.174
C -2.21082 -2.33350 0.44340 -0.104 -0.449 0.818
C -1.59444 -3.53168 0.77163 0.156 -0.056 -0.186
C -1.79658 -4.08016 2.03409 -0.179 0.271 0.021
C -2.62108 -3.42940 2.94898 0.029 -0.030 0.017
C -3.23802 -2.22940 2.60476 0.201 -0.229 -0.107
C -3.02675 -1.67613 1.34648 -0.119 0.160 -0.155
H -0.96279 -4.02721 0.04304 -0.014 0.061 0.020
H -1.31322 -5.01324 2.30458 -0.034 0.075 -0.072
H -2.78229 -3.85968 3.93262 0.013 0.046 -0.099
H -3.88336 -1.72502 3.31635 0.075 0.031 -0.128
H -3.49015 -0.74152 1.06532 0.065 -0.129 -0.033

(3)
164
Properties=species:S:1:pos:R:3:forces:R:3 method="wB97M-V/def2-TZVPD" multiplicity=1 orbital_gap_ev=6.337
C 1.08066 -2.34206 3.84544 -0.459 0.392 0.227
C 0.75060 -1.55734 5.18996 0.065 -1.274 -1.184
O -0.69182 -1.32380 5.20688 0.651 1.611 0.283
B -0.94712 0.00528 4.83676 -0.672 -0.092 0.755
O -1.55919 0.88062 5.77968 1.376 -0.823 -0.607
C -0.54221 0.61926 3.40910 0.831 0.289 -1.125
C 0.70512 1.42170 3.36547 -1.344 -0.303 -2.164
C 1.18403 2.03608 2.12461 -2.203 -0.730 0.773
C 2.53479 2.82172 2.14939 0.260 -1.873 -0.574
C 3.55517 1.95270 1.26036 0.135 0.545 0.391
C 5.04334 2.05331 1.74836 0.606 0.189 -0.046
C 5.35451 1.29764 3.10449 0.608 0.301 -0.294
C 6.02257 1.52138 0.62682 -0.865 0.460 -1.076
C 5.55365 0.19771 -0.08774 -0.626 -0.319 0.915
C 5.48843 -1.06341 0.83828 -0.294 -0.779 -0.110
C 4.99599 -2.32207 0.38881 -0.503 -0.466 -0.314
C 3.45082 -2.64675 0.29260 0.907 1.172 -1.553
C 5.94807 -3.50918 -0.02547 -1.138 -0.329 2.250
C 0.33829 1.86082 0.90978 0.332 -0.284 1.233
C 0.83500 2.56051 -0.40378 -0.416 -0.113 0.160
C 1.51740 1.57664 -1.44883 0.523 0.044 -0.642
N 1.36110 0.14782 -1.13053 -0.464 0.407 -0.044
C -0.90198 1.06275 0.96065 0.528 0.136 1.141
C -1.36450 0.39583 2.21962 2.150 1.850 -0.936
C -2.65064 -0.45621 2.15326 -0.936 0.130 -0.957
O -2.90780 -1.41277 2.85706 0.766 0.866 0.202
C -3.71417 -0.10121 1.05173 -1.630 0.585 -1.287
C -5.14137 -0.47921 1.23967 1.568 1.036 -1.604
C -6.14899 -0.17979 0.19406 1.810 0.110 0.477
C -7.63940 -0.64581 0.44752 0.774 -0.848 -0.584
C -7.75393 -1.98657 1.31197 -0.249 0.469 0.513
C -7.99853 -1.66918 2.84422 0.380 -0.229 -0.441
Br -6.95232 -3.03172 3.87187 -0.568 0.530 -0.029
C -5.72806 0.52798 -1.01411 2.250 -0.235 1.321
C -4.27115 0.91539 -1.21464 -1.691 -1.338 1.662
C -3.29802 0.57756 -0.18844 -1.106 -0.318 1.315
C -1.77228 0.89839 -0.32664 -0.973 -0.329 -0.131
O -1.33836 0.96845 -1.45619 0.049 0.456 0.685
H 1.27702 -3.42229 4.08062 0.032 1.057 -0.424
H 1.90831 -1.84832 3.27452 -0.492 -0.666 0.540
H 0.15795 -2.29083 3.19863 0.969 -0.098 0.663
H 1.00393 -2.22405 6.05238 -0.352 0.848 -0.539
H 1.34497 -0.60923 5.26027 -0.550 -0.748 0.047
H -0.98162 1.65998 5.88813 -0.795 -0.147 -0.310
H 1.30585 1.55031 4.30374 -0.648 -0.104 -0.985
H 2.47910 3.83901 1.69148 -0.085 -0.739 0.699
H 2.95353 2.83166 3.19714 -0.728 0.289 -1.005
H 3.25611 0.86942 1.27244 0.158 0.955 -0.026
H 3.45179 2.35112 0.21594 0.370 -0.600 0.887
H 5.27828 3.16368 1.89974 -0.294 -1.477 -0.178
H 4.80450 0.32657 3.23121 0.193 1.075 -0.021
H 6.45140 1.02084 3.08277 -1.131 0.331 0.165
H 5.22831 1.99626 3.97248 -0.183 -0.880 -0.576
H 6.05429 2.32081 -0.17829 0.023 -0.817 0.753
H 7.08420 1.39448 0.96671 -1.005 0.073 0.021
H 6.33945 -0.03799 -0.86911 -0.808 0.100 0.819
H 4.58133 0.28318 -0.65283 0.767 0.246 0.387
H 5.84952 -1.05496 1.90820 1.595 -0.081 -1.790
H 2.92538 -1.65868 0.36065 0.156 -0.965 -0.179
H 3.10908 -3.24968 1.18263 0.762 0.507 -0.814
H 3.19057 -3.19783 -0.65760 -0.054 0.519 1.001
H 5.34449 -4.46533 -0.05071 0.771 0.898 -0.083
H 6.73656 -3.63234 0.76524 -0.294 0.095 -0.888
H 6.40754 -3.34273 -1.03390 -0.417 0.158 0.966
H 1.56606 3.39578 -0.19686 -0.839 -0.968 0.130
H -0.06296 3.06188 -0.85885 0.875 -0.640 0.215
H 2.63244 1.76749 -1.55738 -1.181 0.440 0.211
H 1.06327 1.81437 -2.45471 0.417 -0.585 1.055
H 1.59088 -0.45794 -1.91560 0.078 0.213 0.359
H 1.84005 -0.11989 -0.27406 0.029 0.105 -0.487
H -5.39759 -0.99130 2.20483 0.190 0.482 -1.182
H -8.10670 -0.91653 -0.54472 0.439 0.816 0.941
H -8.18156 0.19953 0.94155 0.189 -0.773 -0.517
H -6.83028 -2.61790 1.25240 -0.739 0.794 -0.236
H -8.59626 -2.64164 0.94238 0.816 0.842 0.320
H -7.55943 -0.67847 3.14280 -0.583 -1.020 -0.283
H -9.07581 -1.75976 3.15065 1.212 0.167 -0.260
H -6.49962 0.77704 -1.79134 1.004 -0.257 0.770
H -3.95262 1.43764 -2.15236 -0.321 -0.634 1.069
C -2.16173 -4.52806 -3.98888 0.093 -0.233 -0.011
C -2.14884 -3.56141 -2.80801 -0.160 0.163 -0.377
C -3.55490 -3.20243 -2.29074 0.212 0.196 0.340
O -4.25593 -2.26387 -3.09538 -0.118 -0.407 0.044
C -4.89185 -2.83444 -4.22490 0.042 0.399 -0.054
N -1.38511 -2.36434 -3.18078 -0.174 0.044 0.281
H -2.44276 -4.04190 -4.92422 -0.017 0.049 0.081
H -1.16758 -4.95406 -4.13926 -0.032 0.086 0.020
H -2.85385 -5.35531 -3.81157 -0.002 0.028 -0.020
H -1.62009 -4.05983 -1.98908 -0.077 0.080 0.067
H -3.43932 -2.71906 -1.31506 -0.030 0.089 -0.073
H -4.16442 -4.09938 -2.12283 -0.010 -0.051 -0.142
H -5.26852 -3.84080 -4.02036 0.079 -0.026 -0.008
H -4.20872 -2.84982 -5.07705 -0.081 -0.205 -0.081
H -5.73636 -2.19623 -4.49278 0.014 0.009 0.092
H -1.29536 -1.76315 -2.36289 0.156 -0.016 -0.063
H -1.96696 -1.81873 -3.81457 0.113 -0.065 -0.024
C -6.18570 4.04696 -6.59117 0.175 0.126 -0.112
C -6.81746 4.25150 -5.21744 -0.110 -0.308 -0.245
C -6.59028 3.07194 -4.25356 -0.130 0.193 0.239
O -7.41507 1.94168 -4.50298 0.372 0.027 0.047
C -6.94847 1.08609 -5.53302 -0.315 -0.070 0.033
N -8.24490 4.54484 -5.38878 0.008 -0.098 0.290
H -6.75443 3.35529 -7.21418 -0.020 -0.005 0.096
H -6.13965 4.99505 -7.13067 -0.064 -0.043 0.057
H -5.16518 3.66656 -6.50111 -0.034 -0.015 -0.006
H -6.34144 5.13059 -4.77138 -0.039 -0.062 0.100
H -6.85404 3.40701 -3.24528 -0.074 -0.057 -0.040
H -5.53331 2.77931 -4.21671 0.021 -0.042 -0.151
H -5.85633 1.03345 -5.55999 -0.001 0.078 -0.024
H -7.33763 1.41056 -6.50023 0.185 -0.048 -0.104
H -7.33835 0.08518 -5.34038 0.004 0.057 0.084
H -8.64271 4.77479 -4.48037 0.018 0.122 -0.100
H -8.70609 3.67098 -5.63730 0.039 0.105 -0.096
C 7.01568 8.38396 1.49346 0.066 0.201 0.114
C 5.63104 7.87897 1.09881 0.336 -0.216 -0.087
C 5.24138 6.55420 1.78095 -0.315 0.061 -0.129
O 5.85887 5.40202 1.22295 0.022 0.164 0.344
C 7.17863 5.16075 1.68346 0.000 -0.169 -0.315
N 5.56016 7.77779 -0.36328 -0.229 -0.203 0.098
H 7.81795 7.83068 1.00337 -0.087 -0.043 0.000
H 7.13163 9.43099 1.20683 -0.041 -0.078 -0.040
H 7.16446 8.31737 2.57408 0.009 -0.019 -0.030
H 4.90804 8.63466 1.42219 -0.069 -0.104 -0.003
H 4.16621 6.40646 1.63650 0.053 -0.059 -0.067
H 5.40629 6.59502 2.86478 0.151 0.019 -0.001
H 7.30768 5.44874 2.73060 -0.012 0.083 -0.028
H 7.90076 5.68330 1.05317 0.124 0.051 0.171
H 7.37616 4.09095 1.59135 -0.093 0.014 0.008
H 4.60809 7.53351 -0.62852 0.042 0.156 -0.037
H 6.10193 6.95945 -0.63715 0.054 0.144 -0.011
C 5.08021 0.13654 -5.45675 -0.030 0.242 -0.035
C 4.94069 -0.66524 -4.16613 0.100 -0.184 -0.334
C 6.23763 -1.37897 -3.74105 -0.174 -0.072 0.271
O 6.53072 -2.55594 -4.48022 0.184 0.319 0.071
C 7.16185 -2.32712 -5.72854 -0.141 -0.319 -0.020
N 3.82496 -1.60704 -4.30912 0.165 -0.097 0.266
H 5.08814 -0.49769 -6.34425 0.019 -0.047 0.084
H 4.23974 0.82494 -5.56651 0.007 -0.091 0.030
H 5.99749 0.73076 -5.45241 -0.009 -0.032 -0.013
H 4.68618 0.04446 -3.37136 0.050 -0.088 0.078
H 6.11167 -1.70964 -2.70470 -0.031 -0.066 -0.060
H 7.09531 -0.69432 -3.74688 0.004 0.040 -0.143
H 7.84124 -1.47069 -5.69432 -0.073 0.052 0.007
H 6.41356 -2.18778 -6.51151 0.119 0.159 -0.103
H 7.74002 -3.21744 -5.98060 -0.018 0.012 0.100
H 3.67321 -2.07199 -3.41564 -0.109 0.099 -0.036
H 4.13941 -2.35969 -4.91964 -0.101 0.110 -0.046
C -2.06015 -5.93022 6.55196 0.185 -0.034 0.132
C -2.48578 -4.74664 5.68602 -0.246 -0.455 -0.012
C -3.88890 -4.21315 6.02062 0.130 0.373 -0.233
O -4.95006 -5.01217 5.51873 0.006 0.044 0.350
C -5.26644 -6.13477 6.32132 -0.170 -0.073 -0.351
N -2.37239 -5.12470 4.27270 -0.164 0.220 -0.059
H -2.54563 -6.86203 6.25640 -0.027 0.088 -0.023
H -0.98298 -6.09318 6.46646 -0.079 0.023 -0.058
H -2.28531 -5.74648 7.60583 -0.015 -0.018 -0.030
H -1.78069 -3.93905 5.87678 -0.004 0.227 -0.033
H -4.00196 -3.23844 5.53614 -0.033 -0.084 -0.068
H -4.00965 -4.04034 7.09745 0.013 -0.152 0.049
H -5.13848 -5.92680 7.38756 0.088 0.000 -0.017
H -4.66073 -6.99448 6.02594 0.019 -0.072 0.216
H -6.31193 -6.39218 6.14172 0.019 0.094 -0.015
H -2.56486 -4.30353 3.70088 0.153 0.000 0.036
H -3.14891 -5.75036 4.06280 0.130 -0.024 0.035